One molecule with the formula C5H5N5O3 at a distorted geometry, computed with ωB97M-V/def2-TZVPD.

Last column: natural (NBO) charge in e.
Positions of all 18 atoms, in Å:
C: -0.008 0.181 0.234  -0.44
H: 0.672 -1.757 -0.856  0.27
C: 0.483 -1.241 0.174  -0.25
C: -0.722 0.627 1.635  0.48
N: -1.191 -3.006 0.253  -0.03
N: -1.862 -2.878 2.289  -0.29
O: -0.561 1.919 1.713  -0.61
H: -0.615 0.362 -0.768  0.26
O: -1.266 1.180 3.799  -0.49
N: -1.358 0.382 2.849  -0.01
C: -0.578 -0.908 3.304  0.68
N: -0.593 -1.974 0.864  -0.23
H: -0.068 2.377 0.967  0.50
H: 0.752 0.952 0.220  0.22
O: 0.199 -1.265 4.088  -0.43
C: -0.997 -1.906 2.195  0.20
N: -1.955 -3.483 1.050  -0.05
H: 1.519 -1.371 0.715  0.22

## Properties
- LUMO energy (alpha / beta): -0.30 / -0.30 eV
- Frontier orbital gap (alpha / beta): 8.641 / 8.643 eV
- Energy above the lowest of the compared OMol25 structures with the same formula, charge and spin: 417.70 kJ/mol
- Maximum force: 6.70 eV/Å
- Total charge: 0
- Structure (SMILES): O=C1c2nnnn2CCC(O)=[N+]1[O-]